DFT (ωB97M-V/def2-TZVPD) results for a cluster of 7 separate species, C3H21NO6S2 in total at a distorted geometry.

Each line ends with the natural charge from an NBO analysis.
CARTESIAN COORDINATES (ANGSTROEM)
C -1.655 -1.718 2.055  -0.41
N -1.513 -2.191 0.660  -0.64
C -1.936 -1.274 -0.434  -0.26
C -1.176 -1.690 -1.681  -0.54
S -1.859 -0.967 -3.206  0.09
S -0.825 0.795 -3.311  -0.16
H -2.081 -0.725 2.167  0.18
H -0.668 -1.723 2.502  0.20
H -2.283 -2.421 2.592  0.18
H -2.136 -2.974 0.578  0.35
H -3.017 -1.297 -0.642  0.17
H -1.869 -0.316 0.060  0.23
H -1.162 -2.768 -1.830  0.23
H -0.138 -1.389 -1.506  0.22
H -1.315 1.476 -2.261  0.15
O 0.021 3.861 -0.067  -0.98
H 0.376 3.808 0.833  0.46
H 0.809 3.514 -0.567  0.51
O 0.783 0.514 1.727  -0.96
H 0.185 1.067 1.168  0.48
H 1.460 0.154 1.142  0.48
O 2.152 2.262 -1.001  -0.99
H 1.834 1.592 -0.375  0.50
H 3.057 2.125 -1.332  0.50
O 3.056 -2.355 -0.268  -0.97
H 2.100 -2.218 -0.462  0.49
H 3.180 -3.133 0.297  0.48
O -1.974 2.094 -0.001  -0.97
H -2.929 2.175 0.200  0.47
H -1.571 2.870 0.417  0.50
O 3.445 0.492 0.608  -0.97
H 3.828 0.750 1.457  0.48
H 3.819 -0.387 0.478  0.50

Cartesian forces, eV/Å:
C 0.3 -0.4 -0.5
N -0.8 0.0 -0.3
C -0.9 -1.0 1.5
C 0.4 1.1 0.2
S 0.2 0.1 0.4
S 0.3 0.2 -0.2
H -0.1 0.2 -0.2
H 0.1 0.2 0.3
H -0.1 0.0 0.2
H 0.1 -0.6 0.0
H 0.0 -0.5 0.0
H 1.0 0.9 -1.1
H -0.3 -0.1 0.3
H 0.0 0.0 -0.6
H -0.3 -0.1 0.1
O 1.4 -0.3 0.2
H -0.1 0.3 -0.1
H -0.9 0.3 0.1
O -0.9 0.8 -0.5
H 0.5 -0.8 0.5
H 0.1 0.1 0.0
O -0.5 0.8 -0.4
H 1.2 0.0 -0.5
H -0.8 -0.5 0.8
O -0.4 0.3 -0.1
H 1.0 -0.6 0.5
H -0.5 0.3 -0.3
O -1.2 -0.1 0.5
H 0.8 -0.2 -0.2
H 0.2 0.0 -0.6
O 0.5 -0.2 0.5
H -0.2 0.2 -0.1
H -0.2 -0.4 -0.4

Properties
Highest occupied orbital energy = -8.50 eV
Orbital gap = 8.76 eV
Spin multiplicity = 1
Energy = -38896.888 eV
ΔE to the lowest compared entry with this formula, charge and spin = 0.0 kJ/mol
Structure (SMILES) = CNCCSS.O.O.O.O.O.O

***

DFT (ωB97M-V/def2-TZVPD) results for a structure of composition C3H22BaN6O8 at a distorted geometry.

Each line ends with the Mulliken spin population.
CARTESIAN COORDINATES (ANGSTROEM)
Ba -0.121 -0.111 -1.120  1.45
C 0.864 0.254 2.660  -0.15
O 0.817 -0.140 1.484  -0.05
N 0.110 -0.164 3.596  0.03
N 1.731 1.035 3.187  0.03
H 0.611 -0.098 4.471  -0.01
H -0.512 -0.923 3.358  0.00
H 2.526 1.411 2.691  0.01
H 1.511 1.349 4.122  -0.01
C -3.336 -0.872 1.183  -0.07
O -2.553 -0.097 0.585  0.03
N -3.903 -0.643 2.317  0.04
N -3.809 -1.999 0.745  0.02
H -4.433 -1.452 2.606  0.00
H -3.727 0.211 2.827  0.00
H -3.456 -2.340 -0.138  0.00
H -4.295 -2.698 1.288  -0.01
C 3.515 0.117 -1.307  -0.21
O 2.511 -0.464 -1.623  0.10
N 4.169 0.843 -2.192  0.04
N 4.166 0.192 -0.167  0.03
H 4.838 1.426 -1.710  -0.02
H 3.709 1.009 -3.075  0.00
H 5.130 0.491 -0.174  0.00
H 3.862 -0.498 0.505  0.01
O 0.652 2.063 -2.502  -0.10
H 0.258 2.827 -2.082  0.11
H 1.464 2.392 -2.888  0.06
O 0.323 -2.642 -0.196  -0.18
H 0.354 -3.077 0.656  0.04
H 0.183 -3.351 -0.823  0.03
O -0.604 2.198 0.165  -0.31
H -0.428 2.980 -0.357  0.18
H -0.958 2.533 0.988  0.10
O -2.560 0.614 -2.260  -0.14
H -3.419 0.614 -1.838  0.02
H -2.666 1.183 -3.022  0.04
O -0.890 -1.319 -3.606  -0.14
H -0.578 -2.126 -4.015  0.02
H -1.055 -0.726 -4.339  0.04

Cartesian forces, eV/Å:
Ba -0.2 0.2 0.6
C 0.8 -1.3 -4.7
O 0.1 0.2 -0.2
N -4.0 -2.5 3.3
N 4.1 3.7 0.8
H -1.2 -0.9 0.4
H 0.0 0.1 0.6
H -0.4 0.1 0.0
H 0.7 0.5 -0.4
C 2.0 2.7 -1.7
O -0.5 -1.2 0.3
N -0.9 1.3 3.7
N 0.0 -4.2 -3.8
H -0.3 1.2 1.2
H -0.3 -0.4 0.2
H -0.1 0.0 0.1
H 0.1 0.4 -0.1
C 1.0 1.1 -1.9
O -2.5 -1.8 0.6
N 1.0 1.1 -1.5
N -0.1 -1.4 3.6
H 0.0 0.7 -1.6
H 0.5 0.4 0.1
H -0.3 -0.4 0.3
H 0.4 0.2 0.3
O 0.0 -1.3 -0.4
H -0.5 1.2 0.3
H 0.6 0.3 -0.3
O -0.2 -0.1 -0.1
H 0.1 0.1 0.4
H 0.0 -0.3 -0.3
O 0.0 -0.7 0.2
H 0.2 0.9 -0.4
H -0.3 0.0 0.4
O 0.1 -0.1 -0.1
H -0.2 0.0 0.4
H 0.1 0.3 -0.3
O 0.1 -0.2 0.4
H 0.2 -0.3 -0.2
H -0.1 0.4 -0.3

Properties
Highest occupied orbital energy (alpha / beta) = -5.03 / -12.90 eV
Orbital gap (alpha / beta) = 2.43 / 10.17 eV
Spin multiplicity = 2
Energy = -29480.055 eV
Total charge = +1
<S²> = 0.75

***

DFT (ωB97M-V/def2-TZVPD) results for a cluster of 9 separate species, C3H22NO10S in total at a distorted geometry.

Each line ends with the natural charge from an NBO analysis.
CARTESIAN COORDINATES (ANGSTROEM)
O -0.539 -0.052 1.190  -0.82
C 0.097 -0.145 0.125  0.81
O 0.520 -1.177 -0.457  -0.81
C 0.216 1.218 -0.673  -0.20
C 0.472 1.211 -2.180  -0.49
S 0.910 2.905 -2.785  -0.13
N -0.851 2.203 -0.418  -0.86
H 1.085 1.656 -0.157  0.22
H 1.207 0.504 -2.531  0.22
H -0.435 1.062 -2.752  0.21
H 0.277 3.565 -1.804  0.17
H -1.030 2.202 0.576  0.37
H -1.654 1.971 -0.997  0.39
H 1.778 -1.249 -2.079  0.50
H 2.848 -2.273 -1.557  0.50
O 2.695 -1.358 -1.816  -0.99
H 1.363 -2.659 -0.398  0.50
H 1.858 -2.979 0.909  0.48
O 1.857 -3.400 0.035  -1.00
H -3.250 0.876 -2.925  0.46
H -3.410 0.914 -1.461  0.50
O -3.223 1.523 -2.210  -0.97
H 0.500 1.253 2.351  0.49
H 1.601 0.260 2.603  0.48
O 0.997 0.852 3.065  -0.97
H -2.055 -0.866 1.830  0.50
H -2.147 -2.271 2.383  0.48
O -2.702 -1.531 2.123  -1.00
H 2.537 -0.245 -0.263  0.49
H 3.851 0.122 -0.652  0.47
O 3.242 0.361 0.052  -0.98
H 1.050 -1.237 3.784  0.48
H 0.345 -1.520 2.455  0.49
O 0.949 -1.911 3.107  -0.99
H -3.296 0.450 1.069  0.49
H -3.996 -0.571 0.272  0.49
O -3.668 0.334 0.186  -0.96

Cartesian forces, eV/Å:
O 0.1 -0.4 0.6
C -1.6 0.4 -2.8
O -0.3 0.7 0.7
C 0.6 0.7 0.9
C -0.5 0.7 0.1
S 0.7 -0.2 0.0
N 0.6 -0.5 -0.2
H 0.3 0.0 -0.5
H 0.4 0.1 0.1
H -0.4 -0.7 0.3
H -0.1 -0.2 0.0
H -0.5 -0.1 -0.1
H -0.2 0.1 0.5
H -0.2 -0.4 0.4
H -0.3 -0.1 0.1
O 1.2 0.0 -1.2
H -0.1 -0.7 0.2
H 0.3 -0.5 0.2
O -0.2 0.7 -0.1
H 0.2 0.4 -0.4
H 0.1 0.8 0.2
O -0.3 -1.0 -0.1
H -0.3 -0.2 -0.1
H 0.1 0.1 -0.1
O 0.8 0.5 0.8
H 0.5 -0.2 -0.1
H 0.0 -0.1 0.0
O -0.3 0.1 0.1
H 0.2 0.3 0.5
H 0.5 0.3 0.0
O -0.4 -0.3 -0.1
H -0.2 0.1 -0.1
H 0.0 0.3 0.1
O 0.1 -0.6 -0.1
H 0.2 0.4 -0.2
H 0.1 0.0 -0.2
O -0.5 -0.5 0.4

Properties
Highest occupied orbital energy = -5.67 eV
Orbital gap = 8.60 eV
Spin multiplicity = 1
Energy = -36271.605 eV
ΔE to the lowest compared entry with this formula, charge and spin = 212.3 kJ/mol
Total charge = -1

***

DFT (ωB97M-V/def2-TZVPD) results for a cluster of 9 separate species, C3H22NO11 in total at a distorted geometry.

Each line ends with the natural charge from an NBO analysis.
CARTESIAN COORDINATES (ANGSTROEM)
C -1.871 -1.493 0.714  -0.27
C -2.712 -0.218 0.649  -0.08
O -2.337 0.685 -0.382  -0.79
N -0.978 -1.431 1.866  -0.67
C 0.330 -0.984 1.731  0.88
O 0.906 -0.508 2.728  -0.81
O 0.783 -0.998 0.542  -0.90
H -1.372 -1.763 -0.196  0.25
H -2.529 -2.364 0.830  0.19
H -3.779 -0.434 0.521  0.16
H -2.700 0.276 1.621  0.17
H -1.825 1.430 -0.016  0.52
H -1.464 -1.331 2.739  0.38
H 2.415 0.791 1.546  0.51
H 1.941 1.482 2.803  0.49
O 2.344 1.679 1.950  -1.01
H -0.413 -2.771 -1.576  0.49
H 0.249 -3.308 -0.310  0.48
O -0.289 -3.581 -1.061  -0.97
H 3.036 -1.108 2.017  0.48
H 2.617 -1.327 0.625  0.50
O 3.340 -0.892 1.119  -0.99
H -1.848 -0.385 -3.310  0.47
H -2.625 -0.221 -1.996  0.49
O -2.492 -0.819 -2.749  -0.97
H 0.777 -0.432 -1.189  0.51
H -0.606 -0.322 -1.697  0.47
O 0.280 -0.539 -2.029  -1.00
H -0.015 2.614 0.103  0.46
H 0.496 1.541 0.970  0.51
O -0.291 2.133 0.897  -0.97
H 0.483 1.716 -2.746  0.48
H 1.572 2.746 -2.303  0.49
O 0.959 2.506 -3.022  -1.00
H 2.106 3.128 -0.084  0.49
H 2.973 1.846 -0.512  0.51
O 2.540 2.656 -0.793  -0.98

Cartesian forces, eV/Å:
C -0.8 -0.3 1.2
C -0.6 0.0 -0.1
O -0.1 0.3 -0.2
N -0.1 -0.8 -0.9
C -0.6 1.1 -0.2
O 0.2 -0.6 0.5
O 0.1 -0.4 0.1
H 0.4 0.6 -0.2
H -0.2 0.2 0.3
H 0.1 -0.2 -0.4
H 0.4 0.2 0.1
H 0.2 -0.5 0.2
H 0.5 0.2 0.3
H 0.3 0.0 0.3
H -0.1 -0.2 -0.1
O 0.1 0.3 -0.3
H 0.3 0.0 0.0
H 0.0 0.3 -0.1
O -0.1 -0.3 -0.2
H 0.2 0.3 -0.1
H 0.0 0.5 0.0
O 0.2 -0.6 0.2
H 0.1 0.1 -0.1
H 0.1 0.1 -0.1
O -0.4 -0.2 0.0
H -0.1 -0.4 -0.3
H 0.1 -0.2 -0.1
O -0.1 0.6 0.3
H -0.4 0.2 0.1
H -0.6 0.2 0.6
O 0.7 -0.1 -0.8
H 0.3 -0.2 0.2
H -0.2 -0.5 -0.1
O -0.2 0.6 -0.3
H 0.4 -0.5 0.8
H -0.2 0.1 0.7
O 0.1 0.5 -1.2

Properties
Highest occupied orbital energy = -6.09 eV
Orbital gap = 9.10 eV
Spin multiplicity = 1
Energy = -27484.519 eV
ΔE to the lowest compared entry with this formula, charge and spin = 18.1 kJ/mol
Total charge = -1

***

DFT (ωB97M-V/def2-TZVPD) results for a cluster of 9 separate species, C3H22O10 in total at a distorted geometry.

Each line ends with the Mulliken spin population.
CARTESIAN COORDINATES (ANGSTROEM)
O -1.678 -1.033 0.568  -0.21
C -1.767 -0.281 1.514  0.66
O -2.978 0.018 2.036  -0.09
C -0.645 0.304 2.326  -0.01
C 0.170 1.332 1.550  0.35
H -3.588 -0.648 1.639  0.00
H -0.003 -0.543 2.595  0.00
H -1.013 0.607 3.302  -0.03
H -0.300 2.317 1.610  -0.08
H 0.264 1.173 0.475  -0.04
H 1.218 1.386 1.843  0.00
H 1.483 2.920 -2.275  0.03
H 1.677 2.570 -0.872  -0.07
O 1.559 3.358 -1.416  0.15
H 4.224 -1.514 0.622  0.00
H 2.637 -1.664 0.447  0.04
O 3.514 -1.977 0.191  -0.12
H -4.801 -0.682 -0.587  0.01
H -4.045 -1.874 0.145  0.02
O -4.657 -1.139 0.248  -0.04
H 0.514 -3.061 1.423  -0.03
H 0.337 -1.989 0.463  0.02
O 1.046 -2.363 1.018  0.14
H -3.169 0.878 -1.296  0.02
H -3.049 2.209 -1.994  -0.03
O -3.599 1.418 -1.970  0.06
H 1.491 -1.605 -2.957  -0.01
H 2.337 -2.084 -1.908  -0.02
O 1.416 -1.781 -2.000  0.13
H 0.057 0.094 -2.082  0.28
H 0.826 0.656 -3.379  -0.13
O 0.436 0.865 -2.519  -0.13
H 2.716 0.778 -0.027  0.02
H 4.136 0.793 0.507  0.01
O 3.237 0.563 0.760  0.11

Cartesian forces, eV/Å:
O 0.4 0.1 -0.1
C -0.7 -0.2 0.8
O 0.4 -0.7 0.1
C 0.7 -0.8 -0.3
C 0.2 0.8 -0.2
H -0.2 1.0 -0.2
H 0.0 -0.1 -0.5
H -0.2 0.7 -0.2
H 0.2 0.0 0.2
H -0.5 -0.6 -0.1
H -0.2 0.1 0.5
H -0.3 0.1 -0.1
H -0.1 0.1 0.2
O 0.3 -0.1 -0.1
H -0.4 0.5 0.3
H 0.6 0.1 0.4
O 0.4 -1.5 -1.0
H 0.3 -0.2 -0.1
H 0.1 0.1 -0.7
O -0.6 -0.2 0.6
H 0.6 -0.2 0.3
H 0.4 0.4 -0.3
O -1.5 -0.1 0.1
H 0.1 -0.1 -0.1
H 0.0 0.0 -0.1
O -0.1 0.0 0.3
H -0.7 0.3 0.0
H -0.1 0.0 1.0
O 0.8 -0.4 -0.8
H 0.3 -0.5 -0.4
H -0.1 -0.7 0.0
O -0.2 1.3 0.4
H 0.0 -0.3 -0.1
H 0.1 0.1 -0.1
O -0.2 0.8 0.3

Properties
Highest occupied orbital energy (alpha / beta) = 0.32 / -7.40 eV
Orbital gap (alpha / beta) = 2.36 / 10.00 eV
Spin multiplicity = 2
Energy = -23942.807 eV
Total charge = -1
<S²> = 0.75

***

DFT (ωB97M-V/def2-TZVPD) results for a cluster of 8 separate species, C3H22O8 in total at a distorted geometry.

Each line ends with the natural charge from an NBO analysis.
CARTESIAN COORDINATES (ANGSTROEM)
C -1.531 -0.087 -1.754  -0.62
C -2.009 1.239 -1.204  0.09
C -0.993 2.369 -1.281  -0.63
O -3.273 1.580 -1.842  -0.73
H -0.449 -0.161 -1.622  0.19
H -1.766 -0.179 -2.813  0.22
H -1.963 -0.923 -1.213  0.22
H -2.274 1.145 -0.144  0.16
H -1.491 3.338 -1.192  0.21
H -0.446 2.344 -2.227  0.19
H -0.318 2.300 -0.428  0.23
H -3.278 2.539 -1.905  0.46
O 2.029 0.156 -1.026  -0.96
H 1.902 0.221 -1.980  0.49
H 2.514 0.954 -0.793  0.49
O 0.953 -3.307 2.443  -0.97
H 1.029 -3.969 1.750  0.47
H 0.580 -2.535 1.993  0.49
O 2.030 1.090 2.751  -0.96
H 2.608 1.527 2.117  0.48
H 2.361 1.370 3.611  0.50
O -0.103 2.984 2.553  -0.96
H -0.723 2.812 3.265  0.47
H 0.420 2.173 2.472  0.48
O 0.426 -0.768 1.186  -0.99
H 1.053 -0.352 1.791  0.49
H 0.766 -0.604 0.295  0.49
O -1.543 -3.418 -0.492  -0.94
H -1.341 -2.698 0.116  0.48
H -2.483 -3.335 -0.676  0.47
O 2.487 -2.772 -0.906  -0.95
H 2.432 -1.826 -1.087  0.47
H 2.390 -3.205 -1.758  0.47

Cartesian forces, eV/Å:
C 0.3 0.1 0.2
C -1.1 0.4 0.6
C -0.2 -0.1 -0.3
O 0.8 0.0 -0.2
H 0.0 -0.1 -0.1
H 0.0 0.1 0.0
H -0.2 -0.1 -0.1
H 0.3 -0.3 0.0
H 0.0 0.0 0.0
H 0.1 0.1 0.0
H 0.2 -0.1 -0.1
H -0.3 0.0 0.0
O 0.1 0.1 -0.3
H -0.1 0.1 0.0
H 0.0 0.0 0.0
O -0.2 -0.1 0.1
H 0.1 0.0 0.0
H 0.2 0.0 -0.1
O 0.2 0.0 -0.1
H 0.1 0.0 0.0
H -0.1 -0.1 0.1
O 0.0 0.0 -0.1
H -0.1 0.0 0.0
H -0.1 0.1 0.1
O -0.4 0.0 -0.1
H 0.0 0.0 0.0
H 0.1 0.0 0.2
O 0.0 0.0 0.0
H 0.1 0.0 0.1
H 0.0 0.0 0.0
O 0.0 0.0 0.0
H 0.1 -0.1 0.1
H 0.0 0.0 0.0

Properties
Highest occupied orbital energy = -10.09 eV
Orbital gap = 9.73 eV
Spin multiplicity = 1
Energy = -19847.956 eV
ΔE to the lowest compared entry with this formula, charge and spin = 89.6 kJ/mol
Structure (SMILES) = CC(C)O.O.O.O.O.O.O.O